No. 1
The following is a DFT calculation (ωB97M-V/def2-TZVPD) of 2 unconnected molecules or ions with the total composition C5H14N2O at a distorted geometry.

```
22
Properties=species:S:1:pos:R:3:forces:R:3
C -0.597 -0.705 -1.352 0.3 0.8 -0.5
H 1.300 1.532 0.539 0.1 0.2 -0.1
H -2.506 0.189 0.128 -0.1 0.0 0.1
H -1.217 -0.538 -2.233 -0.2 -0.1 0.0
H 0.012 -1.042 2.430 -0.1 0.5 -0.3
C 0.908 -1.262 1.869 0.0 -1.1 0.7
H -3.923 -0.203 0.500 0.0 0.1 0.1
O -3.221 0.415 0.737 0.0 -0.1 -0.2
H 1.409 -2.141 2.247 0.3 -0.2 -0.1
H 2.674 -0.382 -0.729 0.0 -0.1 0.0
H 0.159 -1.417 -1.662 0.1 -0.4 0.2
H -1.187 -1.158 -0.554 0.1 0.2 0.1
H -0.179 0.803 1.076 -0.3 0.1 0.1
H 2.794 -1.849 0.101 0.1 0.1 0.0
C 0.113 0.654 -1.038 -0.2 -1.2 0.2
H -0.990 2.008 -2.178 -0.1 -0.2 0.4
H 0.964 0.666 -1.731 -0.1 0.4 0.0
C 1.369 -0.581 0.834 -0.5 0.9 -0.3
N -0.692 1.836 -1.221 0.3 0.4 -0.4
H -1.449 1.913 -0.559 -0.2 0.1 -0.1
N 2.531 -0.876 0.137 0.2 -0.2 0.0
C 0.650 0.673 0.388 0.3 -0.3 0.3
```
Positions in Å, forces in eV/Å.

## Properties
- Total energy: -10439.31515 eV
- LUMO: 0.80 eV
- HOMO-LUMO gap: 0.3317 Ha
- Energy relative to the best compared isomer or geometry (same formula, charge and spin): 39.5 kcal/mol
- SMILES: C=C(N)C[C@@H](C)N.O
- Total charge: 0



No. 2
The following is a DFT calculation (ωB97M-V/def2-TZVPD) of 2 unconnected molecules or ions with the total composition C6H8N2S2 at a distorted geometry.

```
18
Properties=species:S:1:pos:R:3:forces:R:3
C 1.758 0.589 0.185 -1.2 2.4 -0.6
H -2.545 0.307 1.395 0.3 0.7 0.4
H 0.611 -3.333 -1.742 0.7 0.7 1.1
S -0.912 2.220 -1.200 0.5 -0.2 0.0
N 2.212 -2.791 -0.263 -0.3 -1.1 -1.5
H -0.199 -0.779 -1.296 -0.6 0.8 -0.7
H -2.907 2.591 -0.220 -0.6 1.0 0.4
H -2.876 0.936 -0.495 0.1 0.0 -1.3
S 2.566 1.844 0.598 0.6 0.1 0.6
N 1.700 -0.618 -0.248 0.4 -2.7 -0.2
C -1.952 1.230 1.229 0.5 1.1 1.9
C 0.710 -1.248 -1.060 1.9 -1.6 1.5
C 1.104 -2.558 -1.098 -1.0 0.2 -0.6
H -0.895 0.959 1.237 0.0 -0.1 0.4
C 2.603 -1.662 0.145 0.3 1.4 1.6
H -2.110 2.030 2.036 0.2 -1.4 -0.9
H 3.391 -1.469 0.937 -1.0 -0.1 -1.4
C -2.257 1.753 -0.139 -0.6 -1.3 -0.8
```
Positions in Å, forces in eV/Å.

## Properties
- Total energy: -30997.93408 eV
- LUMO (alpha / beta): -0.46 / -1.76 eV
- HOMO-LUMO gap (alpha / beta): 0.3129 / 0.2059 Ha
- Energy relative to the best compared isomer or geometry (same formula, charge and spin): 104.4 kcal/mol
- Total charge: 0



No. 3
The following is a DFT calculation (ωB97M-V/def2-TZVPD) of 3 unconnected molecules or ions with the total composition C16H22F5NO7P.

```
52
Properties=species:S:1:pos:R:3:forces:R:3
P 1.281 -0.647 -1.235 -0.4 -0.1 -0.2
O -2.213 1.548 0.881 -0.1 0.1 0.2
H 5.660 -1.226 1.590 0.0 0.0 0.0
H -5.092 1.783 2.367 0.0 -0.1 0.1
C 7.065 -2.864 1.848 0.0 -0.1 -0.1
H -4.244 2.558 5.707 0.0 0.0 0.0
C -2.986 1.788 1.756 0.0 0.0 0.3
C -3.623 2.118 4.925 0.0 -0.1 0.0
H 4.506 -4.000 0.094 0.0 0.0 0.0
F 0.062 2.892 -1.455 0.1 -0.1 -0.1
F -5.343 0.159 -1.330 0.3 -0.3 -0.1
H 0.511 -1.452 0.550 0.1 0.0 0.2
O -2.571 2.594 2.774 0.0 0.1 -0.1
F 1.156 1.738 -2.972 0.1 0.0 0.0
O 6.458 -1.771 -0.250 0.1 0.1 0.0
C -1.105 1.217 -2.570 0.3 0.0 -0.2
F -4.846 -1.595 -2.508 0.1 0.3 0.2
C -3.491 0.496 -3.795 -0.3 0.0 0.0
H -0.591 2.109 -4.427 0.0 0.0 -0.1
H -2.652 1.865 5.349 0.0 0.0 0.0
H -1.865 0.257 -0.821 0.1 0.0 -0.1
C -4.367 1.179 1.827 -0.2 0.2 -0.2
H -4.417 0.196 -4.268 0.0 0.0 0.0
H -4.731 1.041 0.812 0.1 -0.1 0.0
C 5.328 -2.271 -0.816 -0.2 -0.1 0.1
H -4.091 1.191 4.594 0.0 0.0 0.0
C -3.447 3.093 3.777 -0.1 0.0 0.1
C -2.059 0.523 -1.846 -0.2 -0.3 -0.2
O 0.605 -1.548 -2.212 0.1 0.1 0.1
O 5.228 -2.216 -2.007 0.2 -0.1 -0.2
H 7.217 -2.682 2.913 0.0 0.0 0.0
H -2.967 4.004 4.135 0.0 0.0 0.0
H -4.405 3.391 3.346 0.0 0.0 0.0
C -2.551 1.209 -4.502 0.4 0.2 0.0
C -1.353 1.568 -3.887 -0.2 0.0 0.0
H -4.290 0.202 2.303 0.0 0.0 0.0
O 2.854 -0.570 -1.597 0.0 0.1 0.1
O 1.414 -1.363 0.225 -0.1 0.0 0.0
H 7.331 -0.812 1.275 0.0 0.0 0.0
C 6.588 -1.601 1.159 0.0 0.0 0.1
C -3.246 0.162 -2.469 0.1 -0.1 0.1
H 3.001 -1.122 -2.374 0.1 0.0 0.0
N 0.676 0.782 -0.903 0.2 0.0 -0.4
H -2.717 1.473 -5.538 -0.1 0.0 0.0
C -4.287 -0.622 -1.741 -0.2 -0.1 0.3
C 0.233 1.571 -1.920 -0.3 0.2 0.6
H 3.319 -2.781 -0.406 0.0 0.0 0.0
C 4.289 -2.931 0.054 -0.1 0.1 0.0
H 6.344 -3.674 1.738 0.0 0.0 0.0
F -3.819 -1.226 -0.625 -0.2 0.2 -0.3
H 4.235 -2.538 1.066 0.0 0.0 0.0
H 8.007 -3.197 1.412 0.0 0.0 0.0
```
Positions in Å, forces in eV/Å.

## Properties
- Total energy: -55653.77293 eV
- LUMO: 2.51 eV
- HOMO-LUMO gap: 0.2726 Ha
- Total charge: -1



No. 4
The following is a DFT calculation (ωB97M-V/def2-TZVPD) of a molecular structure, C4H7N3O at a distorted geometry.

```
15
Properties=species:S:1:pos:R:3:forces:R:3
H 2.395 1.030 -1.051 -0.4 0.1 -0.6
N -0.169 -2.014 -1.640 -0.1 0.3 0.7
H 0.084 -2.565 -0.839 0.1 0.0 -0.1
H -0.423 -2.472 -2.507 -0.1 0.2 0.2
C 1.548 1.283 -0.434 0.4 0.6 0.0
C -0.418 0.790 2.044 -0.1 -0.6 0.0
O -0.493 0.053 -2.514 -0.1 -0.7 1.3
C 0.649 0.380 -0.122 -1.3 -2.5 -3.4
H -1.033 -0.422 0.377 0.5 0.9 1.7
H -2.145 0.081 2.471 0.1 -0.1 -0.1
H 0.433 1.397 2.332 0.1 0.0 -0.1
N -1.383 0.649 2.842 -0.3 0.3 0.2
N -0.265 0.133 0.820 -2.0 -0.1 0.0
H 1.406 2.331 -0.202 0.4 0.0 0.8
C -0.186 -0.655 -1.577 2.8 1.6 -0.8
```
Positions in Å, forces in eV/Å.

## Properties
- Total energy: -10776.25365 eV
- LUMO: 0.32 eV
- HOMO-LUMO gap: 0.3135 Ha
- Energy relative to the best compared isomer or geometry (same formula, charge and spin): 80.6 kcal/mol
- Total charge: 0